[1]
A molecular structure, C31H24N7O4Pb at a distorted geometry. Source: the OMol25 dataset; level of theory: ωB97M-V/def2-TZVPD.

Geometry as XYZ:
```
67
Properties=species:S:1:pos:R:3:mulliken_charge:R:1
Pb 0.633 0.399 -2.490 1.36
O -2.789 3.078 -1.034 -0.75
C -1.779 2.569 -1.548 0.15
O -1.617 1.410 -2.095 -0.66
C -0.509 3.430 -1.490 0.46
C -0.542 4.788 -1.103 -0.59
C 0.688 5.455 -0.963 -0.21
C 1.895 4.797 -1.230 -0.69
C 1.817 3.448 -1.618 0.48
N 0.650 2.831 -1.754 -0.06
C 3.099 2.631 -1.895 0.11
O 4.172 3.210 -1.683 -0.74
O 2.899 1.401 -2.266 -0.59
H -1.494 5.279 -0.927 0.50
H 0.694 6.497 -0.672 0.41
H 2.866 5.266 -1.182 0.52
N 0.671 -1.808 -2.030 -0.62
C 0.773 -3.051 -2.072 -0.67
C 0.718 -3.842 -3.366 0.69
C 1.257 -3.234 -4.498 -0.53
C 1.070 -3.803 -5.746 -0.66
C 0.315 -4.982 -5.853 -0.38
C -0.208 -5.599 -4.717 -0.67
C 0.009 -5.044 -3.459 -0.21
C 0.903 -3.833 -0.766 0.20
C 0.223 -3.351 0.363 -0.09
C 0.363 -3.969 1.588 -0.43
C 1.212 -5.087 1.701 -0.44
C 1.878 -5.579 0.575 -0.75
C 1.701 -4.974 -0.670 -0.11
H 1.797 -2.308 -4.354 0.42
H 1.478 -3.340 -6.636 0.39
H 0.140 -5.417 -6.825 0.37
H -0.779 -6.512 -4.845 0.37
H -0.378 -5.514 -2.560 0.41
H -0.407 -2.478 0.231 0.39
H -0.167 -3.594 2.457 0.37
H 1.339 -5.563 2.670 0.36
H 2.538 -6.428 0.673 0.38
H 2.205 -5.351 -1.556 0.45
C -1.815 -0.218 0.441 -1.83
C -0.399 0.236 0.787 0.30
N 0.581 0.519 -0.045 0.50
C 1.705 0.900 0.726 -0.96
C 1.390 0.878 2.035 -0.76
N 0.027 0.420 2.096 0.67
C -0.687 0.068 3.346 -0.82
N -0.895 1.288 4.144 0.67
N -0.537 1.287 5.484 -0.67
N -0.894 2.420 6.002 -0.56
C -1.571 3.174 5.057 0.05
C -2.218 4.431 5.175 -0.70
C -2.817 4.926 4.022 -0.47
C -2.838 4.209 2.796 -0.74
C -2.215 2.973 2.654 -0.24
C -1.593 2.466 3.828 1.07
H -1.830 -0.513 -0.608 0.34
H -2.532 0.617 0.547 0.27
H -2.131 -1.046 1.075 0.70
H 2.654 1.127 0.272 0.62
H 1.999 1.092 2.891 0.49
H -0.117 -0.623 3.977 0.33
H -1.656 -0.389 3.107 0.41
H -2.203 4.919 6.131 0.43
H -3.282 5.905 4.045 0.35
H -3.306 4.668 1.936 0.49
H -2.156 2.439 1.721 0.15
```

- LUMO level: 2.12 eV
- Net charge: -1
- Energy above the lowest of the compared OMol25 structures with the same formula, charge and spin: 0.000 eV

[2]
A molecular structure, C4H4I2Si at a distorted geometry. Source: the OMol25 dataset; level of theory: ωB97M-V/def2-TZVPD.

Geometry as XYZ:
```
11
Properties=species:S:1:pos:R:3:mulliken_charge:R:1
C -0.291 -0.388 0.612 -0.21
C -1.143 -0.726 -0.567 -0.13
C 0.370 0.770 0.582 -0.47
C -0.839 -0.030 -1.590 -0.25
Si 0.339 1.416 -1.169 0.31
I -2.182 -0.412 -3.984 -0.07
I -0.923 3.518 -1.216 -0.05
H -0.442 -1.102 1.445 0.31
H -1.974 -1.457 -0.476 0.32
H 1.246 0.919 1.213 0.34
H 1.643 1.911 -1.653 -0.09
```

- LUMO level (spin up / spin down): -1.69 / -1.69 eV
- Energy above the lowest of the compared OMol25 structures with the same formula, charge and spin: 1.686 eV

[3]
2 unconnected molecules or ions with the total composition C7H7Cl2FNS at a distorted geometry. Source: the OMol25 dataset; level of theory: ωB97M-V/def2-TZVPD.

Geometry as XYZ:
```
19
Properties=species:S:1:pos:R:3:mulliken_charge:R:1
C -0.055 1.127 -1.115 -0.56
C -0.178 0.715 -2.435 -0.59
C -1.067 -0.955 -0.494 -0.22
C -0.541 0.265 -0.057 1.11
C -0.807 -0.536 -2.817 0.19
C -1.187 -1.407 -1.785 -0.03
C -0.282 0.659 1.280 -0.15
N -0.490 -0.088 2.328 -0.20
F 2.611 -0.570 2.613 -0.23
S 2.869 1.070 2.538 0.05
Cl -0.723 -0.913 -4.520 -0.11
Cl -1.744 -2.878 -2.349 -0.15
H 0.558 1.977 -0.865 0.34
H 0.373 1.242 -3.335 0.26
H -1.337 -1.705 0.269 0.24
H 0.259 1.636 1.391 0.43
H -0.181 0.191 3.188 0.24
H 2.819 1.191 3.844 0.21
H -0.897 -1.022 2.322 0.19
```

- LUMO level: -5.42 eV
- Net charge: +1
- Energy above the lowest of the compared OMol25 structures with the same formula, charge and spin: 0.000 eV

[4]
12 unconnected molecules or ions with the total composition C45H80O28 at a distorted geometry. Source: the OMol25 dataset; level of theory: ωB97M-V/def2-TZVPD.

Geometry as XYZ:
```
153
Properties=species:S:1:pos:R:3:mulliken_charge:R:1
C 4.649 -1.859 -3.014 -0.86
C 4.326 -2.987 -2.028 -0.03
O 4.610 -2.557 -0.683 -0.22
C 4.328 -3.284 0.391 0.22
O 4.037 -2.816 1.439 -0.02
O 4.531 -4.602 0.175 -0.36
C 4.629 -5.381 1.380 -0.20
H 5.741 -1.624 -2.892 0.33
H 4.101 -0.948 -2.750 -0.08
H 4.394 -2.078 -4.037 0.42
H 4.958 -3.870 -2.208 0.38
H 3.293 -3.236 -1.991 0.10
H 3.799 -5.089 1.953 -0.11
H 5.624 -5.230 1.928 0.24
H 4.575 -6.441 1.231 0.28
C -5.286 3.736 2.898 -1.51
C -4.595 2.751 1.939 -0.01
O -4.521 1.462 2.605 -0.42
C -3.717 0.619 2.016 0.70
O -3.345 0.709 0.852 -0.06
O -3.506 -0.421 2.776 -0.40
C -2.710 -1.515 2.171 -0.32
H -6.392 3.638 2.985 0.34
H -5.047 4.721 2.448 0.39
H -4.969 3.799 3.947 0.31
H -3.559 3.045 1.887 0.17
H -5.027 2.658 1.007 0.46
H -1.741 -1.602 2.617 0.11
H -2.531 -1.315 1.160 0.06
H -3.113 -2.461 2.594 0.33
C -5.295 -0.175 -2.066 -1.03
C -4.360 -1.088 -2.895 1.16
O -5.163 -2.118 -3.624 -0.42
C -4.508 -2.759 -4.549 0.66
O -3.323 -2.705 -4.727 -0.55
O -5.361 -3.502 -5.338 -0.38
C -4.718 -4.381 -6.259 -0.67
H -5.890 -0.639 -1.200 0.36
H -6.034 0.320 -2.650 0.48
H -4.637 0.578 -1.569 -0.15
H -3.757 -1.743 -2.236 -0.13
H -3.746 -0.578 -3.627 -0.03
H -3.963 -5.000 -5.737 0.30
H -4.239 -3.942 -7.134 0.26
H -5.537 -5.053 -6.517 0.27
C -1.590 -6.748 1.145 -0.80
C -1.009 -7.046 2.530 -0.35
O 0.279 -6.479 2.774 -0.40
C 0.314 -5.201 3.113 0.86
O -0.574 -4.368 3.070 -0.52
O 1.516 -4.949 3.582 -0.46
C 1.855 -3.541 3.874 -0.10
H -1.799 -5.694 0.937 0.09
H -2.530 -7.342 0.955 0.38
H -0.769 -6.991 0.423 0.24
H -0.964 -8.087 2.701 0.37
H -1.549 -6.646 3.364 0.37
H 1.021 -3.077 4.442 0.46
H 1.920 -3.000 2.941 -0.25
H 2.818 -3.611 4.408 0.18
C -0.625 -1.709 -4.816 -1.79
C -0.935 -1.453 -3.353 1.49
O 0.202 -1.941 -2.567 -0.44
C -0.088 -2.483 -1.384 0.85
O -1.175 -2.405 -0.817 -0.79
O 0.905 -3.196 -0.920 -0.41
C 0.862 -3.761 0.436 0.06
H -1.469 -1.420 -5.447 0.29
H -0.619 -2.724 -5.188 0.45
H 0.305 -1.200 -5.069 0.25
H -1.871 -1.869 -2.918 0.13
H -1.053 -0.359 -3.187 -0.37
H 0.298 -3.040 1.037 0.19
H 1.937 -3.890 0.754 -0.33
H 0.455 -4.788 0.415 0.23
O -2.648 1.165 -4.605 -0.41
C -3.116 2.276 -4.603 0.40
C -4.399 2.872 -3.960 0.28
C -4.188 4.327 -3.869 -0.43
C -3.099 4.579 -4.935 -0.61
O -2.475 3.286 -5.120 -0.41
H -5.328 2.571 -4.444 0.54
H -4.521 2.338 -2.999 -0.49
H -5.144 4.833 -4.055 0.39
H -3.833 4.658 -2.895 0.12
H -3.393 4.941 -5.905 0.28
H -2.301 5.252 -4.623 0.31
O -1.864 2.063 3.351 -0.57
C -1.221 2.046 4.372 0.13
C -1.353 1.045 5.510 0.00
C -0.452 1.628 6.602 -0.85
C 0.519 2.479 5.820 0.08
O -0.208 2.834 4.508 -0.17
H -2.444 0.874 5.730 0.42
H -0.948 0.071 5.130 -0.07
H -1.040 2.134 7.352 0.26
H 0.038 0.847 7.137 0.41
H 0.701 3.452 6.191 0.42
H 1.422 1.908 5.535 -0.17
O 2.901 -0.166 4.990 -0.62
C 3.807 0.140 4.277 0.43
C 4.388 1.501 4.154 0.40
C 5.710 1.252 3.370 -0.89
C 5.352 -0.126 2.668 0.09
O 4.377 -0.745 3.413 -0.25
H 3.759 2.108 3.607 -0.64
H 4.501 1.935 5.107 0.68
H 5.921 2.021 2.665 0.36
H 6.548 0.980 4.061 0.27
H 4.949 0.142 1.675 -0.23
H 6.213 -0.807 2.503 0.48
O 3.287 1.395 -0.838 -0.73
C 2.528 0.888 -0.035 -0.32
C 1.396 -0.013 -0.329 3.37
C 0.483 0.326 0.775 1.28
C 1.457 0.540 1.901 0.84
O 2.527 1.242 1.250 -0.28
H 1.016 0.229 -1.284 -1.31
H 1.696 -1.047 -0.318 -1.12
H -0.069 1.237 0.661 -0.44
H -0.293 -0.426 0.891 -0.47
H 1.054 1.234 2.664 -0.40
H 1.810 -0.384 2.391 -0.80
O 2.751 4.417 4.213 -0.59
C 2.596 4.853 3.124 0.59
C 3.591 5.159 2.079 -0.14
C 2.760 5.415 0.750 -0.28
C 1.338 5.629 1.360 -0.54
O 1.347 4.925 2.573 -0.30
H 4.228 5.945 2.465 0.38
H 4.147 4.274 1.974 -0.04
H 3.080 6.353 0.300 0.36
H 2.706 4.703 -0.076 0.00
H 1.251 6.705 1.577 0.32
H 0.602 5.224 0.690 0.34
O 2.816 4.765 -4.400 -0.65
C 2.422 3.645 -4.218 0.33
C 3.195 2.340 -4.143 -0.41
C 2.059 1.279 -4.134 0.47
C 0.842 2.029 -3.700 1.21
O 1.100 3.455 -3.947 -0.44
H 3.766 2.328 -5.017 0.50
H 3.784 2.435 -3.259 0.04
H 2.037 0.990 -5.231 0.42
H 2.280 0.336 -3.501 -0.43
H -0.064 1.864 -4.301 -0.22
H 0.743 1.926 -2.666 -0.74
C -1.774 2.568 -1.535 1.53
O -3.017 2.836 -0.874 -0.59
H -1.397 3.518 -1.964 0.32
H -1.034 2.175 -0.840 -0.82
H -1.958 1.869 -2.334 -0.45
H -3.294 2.085 -0.306 0.05
```

- SMILES: CCOC(=O)OC.CCOC(=O)OC.CCOC(=O)OC.CCOC(=O)OC.CCOC(=O)OC.O=C1CCCO1.O=C1CCCO1.O=C1CCCO1.O=C1CCCO1.O=C1CCCO1.O=C1CCCO1.CO
- LUMO level: 0.65 eV

Copy entry 3 word for word.
2 unconnected molecules or ions with the total composition C7H7Cl2FNS at a distorted geometry. Source: the OMol25 dataset; level of theory: ωB97M-V/def2-TZVPD.

Geometry as XYZ:
```
19
Properties=species:S:1:pos:R:3:mulliken_charge:R:1
C -0.055 1.127 -1.115 -0.56
C -0.178 0.715 -2.435 -0.59
C -1.067 -0.955 -0.494 -0.22
C -0.541 0.265 -0.057 1.11
C -0.807 -0.536 -2.817 0.19
C -1.187 -1.407 -1.785 -0.03
C -0.282 0.659 1.280 -0.15
N -0.490 -0.088 2.328 -0.20
F 2.611 -0.570 2.613 -0.23
S 2.869 1.070 2.538 0.05
Cl -0.723 -0.913 -4.520 -0.11
Cl -1.744 -2.878 -2.349 -0.15
H 0.558 1.977 -0.865 0.34
H 0.373 1.242 -3.335 0.26
H -1.337 -1.705 0.269 0.24
H 0.259 1.636 1.391 0.43
H -0.181 0.191 3.188 0.24
H 2.819 1.191 3.844 0.21
H -0.897 -1.022 2.322 0.19
```

- LUMO level: -5.42 eV
- Net charge: +1
- Energy above the lowest of the compared OMol25 structures with the same formula, charge and spin: 0.000 eV